## 1
A cluster of 2 separate species, C4H10O in total, computed with the ωB97M-V functional and the def2-TZVPD basis.

As for the net charge: 0. The value obtained for the HOMO-LUMO gap is 0.350 hartree. For the HOMO energy, the calculation gives -8.704 eV. Its SMILES is C/C=C\O.C.

```
15
Properties=species:S:1:pos:R:3:mulliken_charge:R:1
C 0.169 0.991 -0.841 -0.25
H -1.231 -0.697 0.712 0.04
H -2.980 -0.342 0.631 0.21
H -1.087 1.752 0.391 0.34
H 2.593 -1.017 0.045 0.29
H 3.214 0.631 -0.095 0.28
H 1.886 0.284 1.021 0.29
C 2.301 0.039 0.040 -1.01
H -2.374 -1.612 1.727 0.28
H -2.354 -1.869 -0.041 0.24
H -0.548 1.168 -1.641 0.30
C -2.232 -1.131 0.755 -0.75
O -0.152 1.519 0.383 -0.50
H 1.498 -0.035 -2.049 0.33
C 1.298 0.318 -1.040 -0.08
```

=====

## 2
A structure of composition C4H10O, computed with the ωB97M-V functional and the def2-TZVPD basis.

As for the net charge: 0. The value obtained for the HOMO-LUMO gap is 0.300 hartree. For the HOMO energy, the calculation gives -7.278 eV.

```
15
Properties=species:S:1:pos:R:3:mulliken_charge:R:1
O 0.293 0.188 -0.405 -0.04
C 1.650 -0.140 -0.102 -0.72
H 1.898 0.373 0.826 0.23
H -1.845 0.206 2.390 0.35
H 1.737 -1.220 0.045 0.35
C -1.151 0.607 1.635 -0.88
H 2.294 0.215 -0.916 0.33
H -1.696 1.384 1.073 0.25
H 0.027 -1.319 -1.809 0.36
C -0.685 -0.619 0.881 -0.39
C -0.082 -0.232 -1.711 -0.77
H -0.344 1.096 2.197 0.23
H -1.125 0.055 -1.846 0.29
H -1.514 -0.878 0.189 0.10
H 0.544 0.284 -2.448 0.31
```

=====

Compare the structures above. Which one is the least stable? 2 is.